ORCA calculation (the ωB97M-V functional and the def2-TZVPD basis) on the molecule C5H6INO2.

```
15
Properties=species:S:1:pos:R:3:forces:R:3
C 0.3688 0.9251 0.2925 -0.80 -0.51 -3.12
C -0.2086 -1.2973 -0.1911 -3.19 0.92 -2.67
C -0.8725 1.2701 -0.6347 1.02 2.90 0.24
C -1.8436 0.2232 -1.0305 2.85 -1.00 5.73
C 1.8663 -0.9292 0.9343 -5.18 -0.34 3.34
N 0.6851 -0.4450 0.2323 0.55 1.83 0.75
O 1.1187 1.7415 0.7230 0.14 0.21 0.84
O -0.2488 -2.4581 -0.3603 0.11 -0.57 0.40
I -3.4690 0.0298 0.3271 0.28 -0.10 -0.82
H -1.1652 2.2141 -0.0597 -0.63 -1.18 -0.93
H -0.4674 1.7145 -1.6148 0.06 -0.67 1.46
H -1.8688 0.0223 -2.0215 -0.89 -0.86 -2.78
H 2.6359 -0.3174 0.8590 3.51 2.81 -0.88
H 1.9665 -1.8606 0.5055 0.93 -2.36 0.01
H 1.5027 -0.8331 2.0392 1.24 -1.09 -1.58
```
Forces are in eV/Å.

Calculated values
E_tot = -696.9477 Ha
Spin multiplicity = 1
Energy relative to the best compared isomer or geometry (same formula, charge and spin) = 71.17 kcal per mole

Results of the natural (NBO) charge analysis, in e, for atoms 1 through 4:
1 C 0.724
2 C 0.793
3 C -0.604
4 C -0.417